This record from the Open Molecules 2025 dataset describes a 2-piece molecular cluster, C5H11NO overall. The level of theory is the ωB97M-V functional and the def2-TZVPD basis.

Its frontier orbital gap is 9.0 eV. The net charge is 0. For the energy above the lowest of the compared OMol25 structures with the same formula, charge and spin, the calculation gives 60.1 kcal per mole. The calculated total energy is -8899.08952 eV.

```
18
Properties=species:S:1:pos:R:3:nbo_charge:R:1
C 1.041 1.623 0.667 -0.5490
C 0.182 1.162 -0.238 0.0287
N 0.107 -0.141 -0.694 -0.6255
C -0.885 -0.429 -1.712 -0.2365
C -2.751 -2.020 -1.631 -0.3781
C -1.450 -1.816 -1.648 -0.1803
H 1.755 1.028 1.227 0.1779
H 1.035 2.666 0.943 0.2043
H -0.382 1.873 -0.826 0.1876
H 0.586 -0.759 -0.065 0.3957
H -0.459 -0.271 -2.705 0.1925
H -1.705 0.280 -1.583 0.1927
H -3.230 -2.983 -1.738 0.2008
H -3.426 -1.216 -1.353 0.1903
H -0.727 -2.615 -1.696 0.1985
H 2.234 1.095 3.349 0.4683
H 2.907 2.087 4.274 0.4675
O 2.906 1.153 4.037 -0.9353
```